# C3H8FN2

A gas-phase ion, C3H8FN2 (charge +1) in a non-equilibrium geometry (ωB97M-V with the def2-TZVPD basis set, OMol25).

Geometry as XYZ:
```
14
Properties=species:S:1:pos:R:3:mulliken_charge:R:1
H -1.45 -1.95 1.07 0.198
N -0.94 -1.23 0.65 -0.453
C -0.53 -0.32 1.42 0.044
C 0.35 0.74 0.81 0.059
F -0.57 1.72 0.56 -0.277
C 1.00 0.36 -0.59 -0.710
N -0.19 -0.10 -1.46 -0.411
H -0.57 -0.04 2.49 0.356
H 1.23 0.98 1.39 0.405
H 1.68 1.21 -1.02 0.345
H 1.45 -0.74 -0.48 0.382
H 0.15 -0.48 -2.29 0.325
H -0.79 0.74 -1.71 0.352
H -0.82 -0.88 -0.82 0.384
```

Output
Charge   +1
HOMO level   -15.56 eV
LUMO level   -3.947 eV
Max |F|   3.51 eV/A
Energy relative to the best compared isomer or geometry (same formula, charge and spin)   50.86 kcal/mol